Here is a molecular structure, C32H50BrN3SiW from the Open Molecules 2025 dataset. Energies are from wB97M-V/def2-TZVPD.

Calculated values
Lowest unoccupied orbital energy (spin up / spin down) ... -6.4 / -6.8 eV
HOMO level (spin up / spin down) ... -13.82 / -14.11 eV
M ... 768.60 g/mol
⟨S²⟩ ... 2.0167
Frontier orbital gap (spin up / spin down) ... 7.46 / 7.29 eV

The geometry in ORCA input format:
```
! wB97M-V def2-TZVPD RIJCOSX def2/J DEFGRID3
* xyz 2 3
W -0.2252 0.1241 -0.1126
C -0.1607 -0.2431 -2.4093
C -1.1935 0.7071 -2.1772
C -2.1729 0.0365 -1.3371
C -1.6837 -1.3104 -1.1496
C -0.4861 -1.5075 -1.8729
C 0.1570 -2.8161 -2.3028
C 0.0091 -3.9285 -1.2714
C 1.6338 -2.6387 -2.6635
C -0.6173 -3.2059 -3.5766
C -3.6104 0.3759 -0.9029
C -4.5267 -0.0368 -2.0710
C -4.0292 -0.4822 0.2985
C -3.8501 1.8370 -0.5212
C -1.2208 2.0382 -2.9614
C -1.1564 3.2805 -2.0784
C -0.0109 2.1050 -3.9048
C -2.4697 2.0843 -3.8519
H 0.6857 -0.0748 -3.0491
H -2.2317 -2.0895 -0.6458
H 0.5446 -3.6933 -0.3543
H 0.4414 -4.8483 -1.6686
H -1.0354 -4.1411 -1.0291
H 2.2508 -2.4643 -1.7806
H 1.7962 -1.8198 -3.3677
H 1.9982 -3.5475 -3.1449
H -1.6895 -3.2911 -3.3855
H -0.2572 -4.1737 -3.9302
H -0.4644 -2.4744 -4.3739
H -4.3553 -1.0796 -2.3517
H -4.4022 0.5800 -2.9568
H -5.5655 0.0503 -1.7449
H -4.1174 -1.5410 0.0420
H -5.0178 -0.1572 0.6255
H -3.3476 -0.3849 1.1390
H -3.7653 2.5167 -1.3629
H -3.1703 2.1681 0.2684
H -4.8669 1.9358 -0.1388
H -0.1859 3.3455 -1.5973
H -1.9172 3.2964 -1.3032
H -1.2761 4.1778 -2.6906
H 0.9445 2.0685 -3.3732
H -0.0468 3.0532 -4.4418
H -0.0208 1.3058 -4.6491
H -3.3747 2.3288 -3.3026
H -2.6232 1.1398 -4.3797
H -2.3286 2.8626 -4.6039
C 0.2772 4.1796 0.8164
C -0.6422 3.2040 1.4886
C -1.5075 3.6910 2.4487
C -2.2720 2.8189 3.2088
C -2.1406 1.4577 3.0279
C -1.2394 1.0163 2.0721
N -0.5322 1.8679 1.2894
N -0.9827 -0.3068 1.7030
Si -1.2912 -1.6273 2.9105
C -3.0947 -1.8867 3.2163
C -0.6667 -3.2403 2.2559
C -0.3699 -1.1138 4.4248
H 0.7682 4.7840 1.5800
H -0.2779 4.8604 0.1730
H 1.0450 3.6913 0.2332
H -1.5396 4.7583 2.6267
H -2.9550 3.2038 3.9575
H -2.7158 0.7527 3.6092
H -3.5298 -2.4079 2.3593
H -3.7005 -1.0040 3.4168
H -3.1899 -2.5533 4.0824
H -0.8681 -3.3812 1.1940
H -1.2303 -4.0196 2.7801
H 0.3913 -3.4257 2.4573
H -0.9693 -0.5148 5.1141
H 0.5181 -0.5359 4.1570
H -0.0411 -2.0046 4.9682
C 4.1443 3.6853 -1.1434
C 3.6340 2.4143 -0.5121
C 4.3904 1.6517 0.3739
C 3.8955 0.4628 0.8938
C 2.6353 0.1036 0.4983
Br 1.8669 -1.5524 0.9596
N 1.8418 0.8471 -0.2655
C 2.3548 1.9680 -0.7912
H 5.1927 3.8531 -0.9030
H 3.5770 4.5477 -0.7887
H 4.0503 3.6520 -2.2296
H 5.3905 1.9740 0.6419
H 4.4778 -0.1767 1.5414
H 1.7108 2.5132 -1.4637
*
```

***

Here is a molecular structure, C32H50ClO3PW from the Open Molecules 2025 dataset. Energies are from wB97M-V/def2-TZVPD.

Calculated values
Lowest unoccupied orbital energy (spin up / spin down) ... -1.5 / -1.3 eV
HOMO level (spin up / spin down) ... -5.45 / -5.45 eV
M ... 733.02 g/mol
⟨S²⟩ ... 2.0161
Frontier orbital gap (spin up / spin down) ... 3.97 / 4.16 eV

The geometry in ORCA input format:
```
! wB97M-V def2-TZVPD RIJCOSX def2/J DEFGRID3
* xyz 0 3
W -0.0512 -0.6249 0.7575
P 0.9225 -0.8462 -1.3219
Cl 0.8423 -0.3865 2.7711
C -0.0920 2.1846 -0.7775
H 0.4895 2.3810 -1.6618
H 0.2705 2.3407 0.2022
C 0.7993 -2.4894 -0.4107
C 2.6728 -0.2452 -1.4544
C 1.0416 -3.6885 -1.3878
H 1.6122 -2.5362 0.3262
C 1.1411 -4.9772 -0.5576
H 0.2214 -3.7632 -2.1154
H 1.9710 -3.5443 -1.9542
C -0.0349 -5.2006 0.4018
H 1.2122 -5.8331 -1.2405
H 2.0760 -4.9582 0.0196
C -0.4323 -3.9528 1.1867
H -0.9038 -5.5750 -0.1566
H 0.2422 -5.9790 1.1205
C -0.5808 -2.7184 0.2774
H -1.3871 -4.0966 1.7015
H 0.3023 -3.7238 1.9704
H -1.3502 -2.8795 -0.4825
H -1.0765 -2.0043 1.0596
C 0.1357 -0.8634 -3.0122
C 2.8139 0.9504 -2.4083
H 2.8791 0.1226 -0.4317
C 4.2146 1.5543 -2.2721
H 2.6443 0.6283 -3.4460
H 2.0562 1.7058 -2.1847
C 5.3337 0.5122 -2.4215
H 4.3380 2.3501 -3.0166
H 4.2914 2.0185 -1.2790
C 5.1012 -0.7914 -1.6388
H 5.4533 0.2711 -3.4861
H 6.2785 0.9574 -2.0889
C 3.6812 -1.3508 -1.7763
H 5.8191 -1.5568 -1.9556
H 5.2779 -0.5942 -0.5726
H 3.5110 -1.7237 -2.7971
H 3.5485 -2.2075 -1.1007
C -1.2870 -1.4360 -3.0255
H 0.0769 0.2240 -3.2190
C -1.9297 -1.2230 -4.4055
H -1.2554 -2.5108 -2.7881
H -1.9186 -0.9689 -2.2555
C -1.0684 -1.7594 -5.5581
H -2.9168 -1.7019 -4.4199
H -2.0811 -0.1436 -4.5515
C 0.4058 -1.3363 -5.4659
H -1.1291 -2.8558 -5.5768
H -1.4804 -1.4062 -6.5106
C 1.0116 -1.5432 -4.0732
H 1.0075 -1.8909 -6.1958
H 0.4811 -0.2676 -5.7142
H 1.0815 -2.6179 -3.8433
H 2.0364 -1.1488 -4.0534
C -1.8236 0.4695 0.2049
C -1.4603 1.9540 -0.8045
H -2.3395 -0.0844 -0.6221
C -2.2753 3.1767 -0.3592
H -1.8656 1.5860 -1.7839
C -2.8101 3.1313 1.0678
H -1.7064 4.0990 -0.5447
H -3.1222 3.1642 -1.0505
C -3.7027 1.9439 1.3165
H -1.9779 3.1278 1.7757
H -3.3543 4.0449 1.2607
C -2.9094 0.6140 1.2776
H -4.1379 2.0325 2.3058
H -4.5652 1.9347 0.6410
H -2.4949 0.4309 2.2695
H -3.6789 -0.1681 1.1491
O -0.1697 4.8781 5.5328
C -0.8665 4.2763 6.4275
C -0.8468 4.6857 7.8086
C -1.5833 4.0175 8.7559
C -2.3472 2.9030 8.4297
C -2.4171 2.4589 7.0958
C -1.7259 3.1485 6.0941
C -1.9218 2.7188 4.6842
O -2.7060 1.8308 4.3764
O -1.1806 3.3803 3.7863
H -0.6337 4.0829 4.3238
H -0.2278 5.5494 8.0541
H -1.5414 4.3642 9.8050
H -2.9155 2.3572 9.1907
H -3.0127 1.6115 6.8023
*
```

***

Here is 9 unconnected molecules or ions with the total composition C32H50N4O6 from the Open Molecules 2025 dataset. Energies are from wB97M-V/def2-TZVPD.

Calculated values
Lowest unoccupied orbital energy ... 0.1 eV
HOMO level ... -8.15 eV
M ... 586.77 g/mol
Frontier orbital gap ... 8.28 eV
SMILES ... c1cc[nH]c1.c1cc[nH]c1.c1cc[nH]c1.c1cc[nH]c1.O=C1CCCO1.CC(C)=O.CC(C)=O.CC(C)=O.CC(C)=O

The geometry in ORCA input format:
```
! wB97M-V def2-TZVPD RIJCOSX def2/J DEFGRID3
* xyz 0 1
O -5.8229 -2.0305 1.7461
C -6.1827 -0.8581 1.6897
O -7.2230 -0.3594 2.3717
C -7.7259 0.8705 1.8959
C -7.0463 1.0248 0.5049
C -5.7313 0.2813 0.8306
H -7.3541 1.7306 2.4527
H -8.8157 0.8725 1.9171
H -6.8638 2.0746 0.2751
H -7.6492 0.6721 -0.3319
H -5.0257 0.8622 1.4246
H -5.2075 -0.0339 -0.0719
N -3.4482 0.7612 -5.1470
C -3.8904 2.0485 -5.0219
C -4.3273 2.4216 -6.3167
C -4.1859 1.3072 -7.1603
C -3.7263 0.2680 -6.4111
H -2.8701 0.2638 -4.4848
H -3.8137 2.6501 -4.1282
H -4.6310 3.4005 -6.6571
H -4.3445 1.3238 -8.2285
H -3.6093 -0.7630 -6.7106
N -2.8944 3.3540 4.5048
C -2.2799 2.6803 5.4899
C -3.2520 2.3569 6.4399
C -4.4807 2.8657 6.0216
C -4.2177 3.5059 4.8015
H -2.4903 3.7843 3.6853
H -1.2429 2.3930 5.3979
H -3.0120 1.7640 7.3101
H -5.4249 2.8198 6.5439
H -4.8369 4.0075 4.0726
N 1.5246 4.7421 -6.1598
C 2.8356 5.0542 -5.9441
C 3.6265 3.9184 -5.9891
C 2.6779 2.8542 -6.2058
C 1.3967 3.3670 -6.2543
H 0.8115 5.4572 -6.1771
H 3.1043 6.0898 -5.7968
H 4.7029 3.9141 -5.9003
H 2.9193 1.8016 -6.1928
H 0.4378 2.8885 -6.3882
N 7.6684 1.9886 2.3610
C 6.6201 2.5621 3.0381
C 5.4615 1.9656 2.6068
C 5.8123 1.0590 1.5497
C 7.1893 1.1106 1.4763
H 8.6429 2.1603 2.5631
H 6.8264 3.3281 3.7709
H 4.4376 2.0186 2.9459
H 5.1297 0.3901 1.0468
H 7.9313 0.5822 0.8962
C 2.1946 -3.7979 -3.9462
C 1.8275 -3.2768 -5.2824
O 2.6190 -2.8645 -6.1025
C 0.3695 -3.3503 -5.5645
H 2.2785 -3.0223 -3.1850
H 3.2446 -4.0729 -4.0467
H 1.5961 -4.6580 -3.6458
H 0.0391 -4.3837 -5.6694
H 0.0764 -2.7510 -6.4265
H -0.1972 -2.9590 -4.7197
C -1.5323 -2.5056 5.8497
C -0.8747 -3.8142 6.0467
O 0.0410 -4.2194 5.2852
C -1.4673 -4.7183 7.1008
H -1.4598 -1.8190 6.6932
H -2.5678 -2.7260 5.5907
H -1.2325 -2.0610 4.9007
H -2.3934 -5.1558 6.7278
H -1.6420 -4.2168 8.0527
H -0.8118 -5.5732 7.2666
C 1.2669 0.8144 -1.4050
C 0.0871 0.1293 -0.7760
O -0.8188 -0.2689 -1.4804
C 0.0084 0.1188 0.7632
H 2.1603 0.3980 -0.9397
H 1.2084 1.8795 -1.1806
H 1.2934 0.6189 -2.4770
H 0.1366 1.1411 1.1191
H 0.9156 -0.4035 1.0668
H -0.8605 -0.4277 1.1298
C 5.0046 -3.4553 2.9394
C 5.4256 -3.7433 1.4817
O 4.6061 -3.7954 0.5615
C 6.8979 -4.0188 1.2042
H 5.7887 -2.8261 3.3604
H 4.9132 -4.4133 3.4512
H 4.0089 -3.0144 2.8907
H 7.2913 -4.4938 2.1029
H 7.4211 -3.1112 0.9029
H 7.0074 -4.7543 0.4072
*
```

***

Which of these has the highest M?
C32H50BrN3SiW

***

Look up the M of the second one.
733.02 g/mol